{
  "formula": "C19H31CoN5O6S",
  "method": "ωB97M-V/def2-TZVPD",
  "spin_multiplicity": 4,
  "total_charge": 2,
  "lumo_energy_ha": [-0.1968, -0.1969],
  "homo_energy_ev": [-13.68, -13.70],
  "homo_lumo_gap_ha": [0.3060, 0.3066],
  "elements": ["Co", "C", "N", "C", "C", "O", "C", "O", "C", "C", "O", "N", "C", "C", "H", "H", "H", "H", "H", "H", "H", "H", "H", "H", "H", "H", "H", "H", "H", "H", "O", "C", "N", "S", "O", "O", "C", "C", "C", "C", "C", "C", "H", "H", "H", "H", "N", "C", "C", "N", "C", "C", "H", "H", "H", "H", "H", "H", "H", "H", "H", "H", "H"],
  "positions_angstrom": [[9.782, 10.583, 7.372], [13.507, 14.004, 7.228], [13.044, 12.636, 7.378], [13.979, 11.692, 8.027], [11.975, 12.148, 6.764], [11.698, 10.919, 6.778], [10.988, 13.124, 6.173], [9.745, 12.447, 6.247], [8.477, 13.174, 6.361], [7.459, 12.105, 6.667], [7.818, 10.895, 6.914], [6.162, 12.440, 6.652], [5.174, 11.388, 6.997], [5.685, 13.715, 6.193], [14.532, 13.983, 7.666], [13.522, 14.329, 6.182], [12.844, 14.678, 7.772], [14.541, 12.242, 8.769], [13.464, 10.839, 8.415], [14.750, 11.330, 7.291], [10.895, 14.082, 6.740], [11.195, 13.393, 5.116], [8.589, 13.900, 7.190], [8.230, 13.738, 5.390], [5.528, 10.856, 7.844], [4.247, 11.853, 7.307], [4.961, 10.700, 6.159], [5.249, 13.617, 5.205], [4.924, 14.019, 6.894], [6.447, 14.546, 6.209], [9.330, 13.271, 9.109], [9.509, 12.210, 9.739], [9.852, 10.944, 9.215], [10.260, 9.808, 10.383], [11.676, 9.668, 10.490], [9.402, 8.652, 10.223], [9.602, 10.740, 11.648], [9.533, 10.341, 12.973], [9.062, 11.287, 13.874], [8.674, 12.541, 13.479], [8.706, 12.895, 12.118], [9.258, 12.038, 11.190], [9.830, 9.344, 13.225], [8.922, 10.962, 14.922], [8.380, 13.250, 14.249], [8.255, 13.837, 11.735], [10.058, 6.654, 4.473], [8.722, 6.967, 5.061], [8.678, 8.399, 5.613], [9.673, 8.550, 6.676], [11.046, 8.157, 6.233], [11.146, 6.821, 5.487], [10.163, 7.303, 3.676], [10.030, 5.705, 4.078], [8.567, 6.292, 5.941], [7.885, 6.773, 4.387], [7.657, 8.501, 6.042], [8.744, 9.167, 4.845], [9.337, 8.051, 7.521], [11.695, 8.156, 7.172], [11.397, 8.941, 5.560], [11.127, 5.920, 6.130], [12.142, 6.828, 5.001]]
}

***

{
  "formula": "C6H13NO",
  "method": "ωB97M-V/def2-TZVPD",
  "total_charge": 0,
  "lumo_energy_ha": 0.0324,
  "smiles": "C=C/C(=C/C)NC.O",
  "homo_energy_ev": -7.96,
  "homo_lumo_gap_ha": 0.3247,
  "elements": ["C", "N", "C", "C", "C", "C", "C", "H", "H", "H", "H", "H", "H", "H", "H", "H", "H", "H", "H", "H", "O"],
  "positions_angstrom": [[-0.894, -1.314, -1.531], [-0.518, -0.961, -0.143], [-0.236, 0.366, 0.239], [-0.593, 0.838, 1.437], [-1.328, 0.093, 2.510], [0.018, 1.748, -1.787], [0.564, 1.182, -0.725], [-1.897, -1.749, -1.558], [-0.231, -2.097, -1.834], [-0.809, -0.470, -2.200], [-1.174, -1.375, 0.498], [-0.370, 1.851, 1.733], [-1.350, -0.990, 2.400], [-2.284, 0.510, 2.811], [-0.758, 0.187, 3.447], [0.671, 2.263, -2.480], [-1.003, 1.711, -2.128], [1.615, 1.137, -0.500], [2.611, -1.412, 0.926], [1.966, -0.883, -0.400], [2.771, -1.231, -0.009]]
}

***

{
  "formula": "C3H4N4O",
  "method": "ωB97M-V/def2-TZVPD",
  "total_charge": 0,
  "lumo_energy_ha": 0.0133,
  "smiles": "O[C@@H]1Cn2nnnc21",
  "homo_energy_ev": -10.41,
  "homo_lumo_gap_ha": 0.3958,
  "elements": ["C", "C", "C", "H", "H", "H", "H", "N", "N", "N", "N", "O"],
  "positions_angstrom": [[-0.884, -0.360, 0.390], [-0.534, 1.133, -0.008], [0.520, -0.641, 0.187], [-1.552, -1.179, -1.212], [-1.056, -0.372, 1.497], [-0.933, 1.363, -0.962], [-0.902, 1.848, 0.785], [0.959, 0.605, -0.018], [2.255, 0.579, -0.275], [2.567, -0.658, -0.109], [1.499, -1.451, 0.094], [-1.938, -0.867, -0.368]]
}

***

{
  "formula": "C10H22F2O8S2Tl",
  "method": "ωB97M-V/def2-TZVPD",
  "total_charge": 1,
  "lumo_energy_ha": -0.4156,
  "homo_energy_ev": -12.74,
  "homo_lumo_gap_ha": 0.0526,
  "elements": ["Tl", "F", "F", "O", "C", "O", "C", "C", "C", "H", "H", "H", "H", "H", "H", "O", "S", "O", "O", "C", "C", "C", "H", "H", "H", "H", "H", "H", "H", "H", "O", "S", "O", "O", "C", "C", "C", "H", "H", "H", "H", "H", "H", "H", "H"],
  "positions_angstrom": [[6.351, -2.384, 0.341], [6.738, -4.700, 4.529], [9.893, -2.460, -2.782], [2.455, 2.573, -0.629], [1.846, 3.487, -1.163], [0.601, 3.407, -1.434], [0.015, 4.692, -1.651], [1.140, 5.619, -1.433], [2.413, 4.876, -1.456], [-0.825, 4.967, -1.012], [-0.394, 4.721, -2.661], [0.960, 6.186, -0.520], [1.145, 6.417, -2.175], [3.121, 5.148, -0.674], [2.897, 4.844, -2.432], [-0.440, -2.450, 5.306], [0.522, -1.341, 5.027], [1.350, -1.309, 3.811], [-0.323, 0.069, 5.081], [-1.474, 0.127, 4.216], [-1.992, 1.547, 3.971], [1.602, -0.963, 6.479], [-2.275, -0.487, 4.628], [-1.073, -0.293, 3.294], [-2.608, 1.944, 4.777], [-2.718, 1.463, 3.162], [-1.133, 2.190, 3.777], [2.283, -1.811, 6.556], [0.884, -0.763, 7.274], [2.242, -0.133, 6.181], [0.448, -2.933, -2.805], [-0.951, -3.375, -2.885], [-1.795, -3.486, -1.653], [-1.724, -2.382, -4.018], [-3.135, -2.233, -3.890], [-3.627, -1.345, -5.036], [-1.080, -5.012, -3.749], [-3.402, -1.917, -2.881], [-3.554, -3.239, -3.935], [-3.051, -0.421, -4.987], [-4.694, -1.170, -4.892], [-3.484, -1.794, -6.018], [-1.929, -5.038, -4.432], [-1.096, -5.731, -2.930], [-0.130, -5.105, -4.275]]
}

***

{
  "formula": "C33H32NP2PdS3Si",
  "method": "ωB97M-V/def2-TZVPD",
  "total_charge": 1,
  "lumo_energy_ha": [-0.1679, -0.1660],
  "homo_energy_ev": [-10.68, -10.67],
  "homo_lumo_gap_ha": [0.2245, 0.2260],
  "elements": ["Pd", "S", "P", "C", "P", "S", "C", "C", "C", "C", "C", "C", "C", "C", "C", "C", "C", "C", "C", "C", "C", "C", "C", "C", "C", "C", "C", "C", "C", "C", "H", "H", "H", "H", "H", "H", "H", "H", "H", "H", "H", "H", "H", "H", "H", "H", "H", "H", "H", "H", "C", "Si", "C", "C", "C", "C", "C", "C", "N", "C", "S", "H", "H", "H", "H", "H", "H", "H", "H", "H", "H", "H", "H"],
  "positions_angstrom": [[-0.018, -1.368, -0.363], [2.391, -0.896, -0.841], [1.630, 0.939, -0.896], [-0.020, 0.448, -0.808], [-1.656, 0.924, -1.055], [-2.442, -0.893, -0.898], [-2.062, 2.050, 0.273], [-2.639, 1.561, 1.443], [-2.813, 2.410, 2.528], [-2.402, 3.733, 2.448], [-1.819, 4.222, 1.283], [-1.648, 3.383, 0.195], [-1.946, 1.757, -2.602], [-2.977, 2.688, -2.728], [-3.224, 3.275, -3.960], [-2.445, 2.937, -5.058], [-1.419, 2.007, -4.935], [-1.171, 1.411, -3.711], [2.019, 1.883, -2.362], [2.528, 1.244, -3.490], [2.692, 1.962, -4.667], [2.335, 3.302, -4.719], [1.825, 3.941, -3.594], [1.668, 3.234, -2.414], [2.008, 1.971, 0.516], [3.171, 2.742, 0.487], [3.518, 3.506, 1.590], [2.706, 3.508, 2.715], [1.550, 2.740, 2.747], [1.199, 1.967, 1.651], [-2.957, 0.526, 1.490], [-3.274, 2.040, 3.434], [-2.541, 4.392, 3.295], [-1.501, 5.254, 1.227], [-1.198, 3.762, -0.716], [-3.585, 2.952, -1.872], [-4.025, 3.995, -4.063], [-2.642, 3.396, -6.017], [-0.817, 1.744, -5.794], [-0.379, 0.677, -3.617], [2.797, 0.196, -3.440], [3.098, 1.474, -5.542], [2.460, 3.857, -5.640], [1.556, 4.988, -3.638], [1.286, 3.734, -1.531], [3.807, 2.741, -0.390], [4.420, 4.103, 1.570], [2.979, 4.108, 3.574], [0.917, 2.747, 3.625], [0.300, 1.366, 1.675], [1.600, -6.875, 3.024], [0.079, -6.364, 2.094], [0.146, -6.957, 0.343], [-1.448, -7.022, 2.923], [-0.050, -4.473, 2.258], [-0.211, -3.942, 3.531], [-0.394, -2.571, 3.758], [-0.412, -1.726, 2.681], [-0.247, -2.220, 1.448], [-0.072, -3.529, 1.224], [0.132, -3.721, -0.494], [1.685, -7.965, 3.038], [1.579, -6.532, 4.061], [2.502, -6.477, 2.553], [0.156, -8.051, 0.369], [1.045, -6.627, -0.180], [-0.723, -6.644, -0.238], [-1.439, -8.115, 2.935], [-2.345, -6.703, 2.388], [-1.533, -6.683, 3.958], [-0.193, -4.606, 4.389], [-0.529, -2.176, 4.755], [-0.568, -0.660, 2.775]]
}

***

{
  "formula": "C25H67BeN6O9",
  "method": "ωB97M-V/def2-TZVPD",
  "total_charge": 1,
  "lumo_energy_ha": -0.3030,
  "homo_energy_ev": -10.81,
  "homo_lumo_gap_ha": 0.0943,
  "elements": ["Be", "O", "C", "O", "O", "H", "C", "C", "C", "O", "C", "N", "H", "H", "H", "H", "H", "H", "H", "H", "H", "H", "H", "C", "C", "C", "O", "C", "N", "H", "H", "H", "H", "H", "H", "H", "H", "H", "H", "H", "C", "C", "C", "O", "C", "N", "H", "H", "H", "H", "H", "H", "H", "H", "H", "H", "H", "C", "C", "C", "O", "C", "N", "H", "H", "H", "H", "H", "H", "H", "H", "H", "H", "H", "C", "C", "C", "O", "C", "N", "H", "H", "H", "H", "H", "H", "H", "H", "H", "H", "H", "C", "C", "C", "O", "C", "N", "H", "H", "H", "H", "H", "H", "H", "H", "H", "H", "H"],
  "positions_angstrom": [[-19.539, 30.945, -6.635], [-19.951, 34.139, -3.802], [-19.687, 33.226, -4.732], [-18.519, 32.868, -5.001], [-20.616, 32.681, -5.287], [-20.879, 34.150, -4.050], [-17.963, 27.750, -4.070], [-17.582, 29.168, -3.681], [-16.069, 29.263, -3.203], [-15.233, 28.936, -4.354], [-13.858, 29.190, -4.039], [-17.792, 30.002, -4.791], [-18.079, 27.134, -3.179], [-17.210, 27.264, -4.691], [-18.972, 27.737, -4.484], [-18.231, 29.401, -2.837], [-15.956, 28.622, -2.329], [-15.894, 30.262, -2.805], [-13.408, 28.663, -3.198], [-13.676, 30.258, -3.922], [-13.218, 28.849, -4.853], [-17.119, 29.598, -5.428], [-17.431, 30.877, -4.438], [-15.908, 32.860, -0.835], [-17.335, 32.812, -1.484], [-18.393, 32.019, -0.673], [-18.008, 30.617, -0.705], [-19.024, 29.800, -0.072], [-17.697, 34.187, -1.675], [-15.877, 33.183, 0.205], [-15.346, 33.590, -1.418], [-15.355, 31.923, -0.899], [-17.291, 32.309, -2.450], [-19.400, 32.243, -1.023], [-18.261, 32.375, 0.349], [-19.126, 30.067, 0.979], [-18.610, 28.814, -0.282], [-20.028, 29.898, -0.485], [-17.066, 34.739, -2.238], [-18.518, 34.329, -2.246], [-15.280, 32.590, -5.110], [-15.205, 33.500, -6.349], [-14.255, 34.674, -6.052], [-14.040, 35.620, -7.109], [-15.146, 36.406, -7.476], [-14.698, 32.784, -7.459], [-15.738, 33.133, -4.283], [-14.332, 32.179, -4.765], [-15.907, 31.706, -5.225], [-16.203, 33.820, -6.647], [-13.269, 34.296, -5.779], [-14.640, 35.230, -5.198], [-15.535, 36.934, -6.605], [-16.012, 35.844, -7.827], [-15.030, 37.205, -8.209], [-14.440, 33.426, -8.195], [-13.803, 32.522, -7.069], [-22.383, 32.738, -2.195], [-23.586, 32.399, -1.277], [-23.159, 31.642, 0.027], [-22.483, 30.390, -0.260], [-22.396, 29.628, 0.938], [-24.188, 33.703, -0.951], [-22.728, 33.107, -3.161], [-21.787, 31.843, -2.374], [-21.621, 33.429, -1.836], [-24.301, 31.862, -1.902], [-24.106, 31.512, 0.550], [-22.505, 32.191, 0.704], [-21.977, 30.093, 1.830], [-21.813, 28.744, 0.683], [-23.388, 29.299, 1.249], [-24.368, 34.194, -1.815], [-23.509, 34.237, -0.427], [-12.920, 36.458, -2.788], [-14.090, 37.431, -2.651], [-15.440, 36.741, -2.194], [-15.879, 35.757, -3.155], [-16.856, 36.197, -4.059], [-13.633, 38.540, -1.769], [-13.090, 35.619, -3.463], [-12.700, 35.932, -1.859], [-12.107, 36.940, -3.330], [-14.247, 37.942, -3.601], [-16.245, 37.443, -1.974], [-15.235, 36.137, -1.311], [-17.043, 35.298, -4.646], [-16.428, 36.912, -4.763], [-17.829, 36.467, -3.648], [-14.145, 39.379, -2.001], [-12.778, 38.748, -2.266], [-23.913, 34.701, -7.742], [-23.737, 34.630, -6.263], [-22.825, 35.694, -5.588], [-22.503, 35.393, -4.255], [-21.927, 36.462, -3.549], [-25.093, 34.851, -5.729], [-24.445, 33.807, -8.066], [-23.070, 34.933, -8.393], [-24.656, 35.478, -7.921], [-23.456, 33.635, -5.919], [-23.222, 36.695, -5.755], [-21.899, 35.713, -6.164], [-21.713, 36.122, -2.536], [-22.465, 37.410, -3.533], [-20.979, 36.702, -4.030], [-25.446, 35.708, -6.130], [-24.884, 35.093, -4.770]]
}

***

ΔE to the lowest compared entry with this formula, charge and spin for the records above, in order: 0.0; 245.0; 396.6; 687.3; 55.8; 662.1 kJ/mol